{
  "formula": "C2H7NO3",
  "method": "wB97M-V/def2-TZVPD",
  "symbols": ["C", "N", "C", "O", "O", "H", "H", "H", "H", "H", "H", "H", "O"],
  "coordinates": [[-1.7431, 0.6117, -1.4195], [-0.2575, 0.3642, -1.3443], [0.4361, 0.3108, -0.1963], [-0.2780, -0.4498, 0.7179], [1.6028, 0.6747, -0.0700], [-2.1603, 0.7680, -0.4613], [-2.0629, -0.3964, -1.8838], [-1.7732, 1.5013, -2.0950], [0.3085, 0.7429, -2.1381], [0.3325, -0.8180, 1.3142], [2.2985, -1.7105, 2.2984], [1.7503, -0.3338, 2.7265], [1.5463, -1.2650, 2.5513]],
  "e_lumo_ev": 0.72,
  "homo_lumo_gap_ev": 10.28,
  "de_lowest_kcal_mol": 17.1,
  "homo_energy_ev": -9.6,
  "smiles": "CNC(=O)O.O"
}